No. 1
Molecular formula: C4H8O3S
Method: DFT, ωB97M-V/def2-TZVPD

Cartesian coordinates (Å):
S  0.94967  1.05409  -0.09590
O  0.71605  2.30260  -0.79668
O  -1.29150  -1.07789  -1.49978
O  1.09849  1.03758  1.36472
C  2.48218  0.33846  -0.81258
C  -1.99929  0.00691  0.79913
C  -0.96473  -1.16397  1.00857
C  -1.15049  -0.52798  -0.29639
H  3.24567  0.98987  -0.31834
H  -2.05708  -0.65470  -1.78119
H  -1.41663  -2.19404  1.14547
H  -1.77181  1.04124  1.03834
H  2.95857  -0.62786  -0.67724
H  -3.12124  -0.12185  0.87238
H  2.51997  0.68139  -1.77613
H  -0.19783  -1.08384  1.82562

Values from the calculation:
HOMO-LUMO gap (spin up / spin down) in eV: 7.7 / 7.7
Net charge: 0
E_HOMO (spin up / spin down) in eV: -8.12 / -8.12

=====

No. 2
Molecular formula: C13H33BN5O4S
Method: DFT, ωB97M-V/def2-TZVPD

Cartesian coordinates (Å):
S  1.98563  -4.18301  -1.38879
O  1.62902  1.10775  1.67512
O  -2.53763  -0.11572  -0.74766
O  0.63998  -1.27687  -2.26143
O  -6.95105  3.99864  -0.95451
N  3.08572  -3.02658  -0.68202
N  -5.36543  2.52036  -1.53359
N  3.68729  1.05849  0.15018
N  1.70677  -0.78559  -0.05234
N  2.40788  -2.47256  1.62731
C  -1.88167  -1.21879  -1.52596
C  -5.84314  3.79472  -1.44579
C  -0.63952  -0.56003  -2.36970
C  1.66011  -0.50280  -1.53742
C  -3.33892  0.69545  1.49595
C  3.61866  2.54117  0.56525
C  3.11548  -3.79001  2.00299
C  -2.28310  -0.32388  0.69564
C  4.74963  0.46003  1.09120
C  -4.10330  2.07228  -2.07078
C  -4.98062  4.91260  -1.96169
C  3.01968  -4.08983  3.61589
C  2.41249  -2.07916  0.28398
B  2.36732  0.43079  0.57074
H  -4.78975  4.77659  -3.02968
H  4.17206  0.15846  2.06827
H  -1.17796  -0.09971  1.02721
H  -3.56623  1.54464  -1.27842
H  -6.00503  1.82572  -1.16505
H  2.16647  -4.91114  3.76074
H  -3.49136  2.89595  -2.43998
H  -1.53674  -2.11118  -0.81684
H  -4.03904  4.94623  -1.40713
H  3.68679  -2.54287  -1.38402
H  0.91551  -4.49750  -0.53530
H  -0.94871  -0.61092  -3.52170
H  -2.64448  -1.41477  0.96641
H  3.72595  2.66583  1.74646
H  1.48045  0.48973  2.44957
H  2.77729  -3.11472  4.25878
H  1.95275  -1.92994  2.39444
H  2.69591  -0.73264  -2.08484
H  2.59949  -4.72145  1.46343
H  5.12249  -0.51826  0.55487
H  1.52932  0.67923  -1.64269
H  4.01824  -4.53929  4.08101
H  -0.59956  0.57742  -2.09856
H  -3.18045  1.77621  1.06340
H  4.49601  3.18162  0.09979
H  4.27952  -3.75393  1.74323
H  -5.49783  5.86601  -1.82203
H  -3.07767  0.63660  2.65799
H  -4.41196  0.26112  1.28330
H  5.61232  1.21737  1.33065
H  -2.72661  -1.60500  -2.26881
H  2.61236  3.06075  0.19047
H  -4.31080  1.37636  -2.88758

Values from the calculation:
HOMO-LUMO gap in eV: 6.1
Net charge: +1
E_HOMO in eV: -10.68

=====

No. 3
Molecular formula: C8H20As2F12N4O4Tl
Method: DFT, ωB97M-V/def2-TZVPD

Cartesian coordinates (Å):
Tl  0.49260  1.69315  -1.20505
As  -2.94655  4.40809  0.59733
As  -0.67362  -2.57683  -2.85123
F  -4.20800  5.65395  1.05919
F  -1.73680  3.23532  0.03354
F  -0.19625  -0.93032  -2.32336
F  0.01766  -2.20893  -4.47401
F  -2.25244  -1.89113  -3.28784
F  -1.26382  -2.90624  -1.21293
F  0.94812  -3.28306  -2.36841
F  -1.75009  5.62000  1.14976
F  -2.94376  5.19930  -0.92691
F  -1.16693  -4.24458  -3.45144
F  -4.31418  3.31556  0.07546
F  -2.90575  3.70705  2.23938
O  0.05073  1.54397  1.70234
O  2.31028  0.19511  -3.03891
O  -1.71279  -0.00698  -0.28248
O  1.77994  -0.67072  -0.06155
N  4.37105  -0.51885  -2.31000
N  0.70494  -2.19725  1.13593
N  -2.85230  -1.81199  0.40369
N  1.65059  1.47170  3.18812
C  -0.54594  2.14059  3.91906
C  0.39313  1.73557  2.83277
C  -2.66088  -0.47916  0.29796
C  3.31809  -1.74481  -4.07863
C  3.25564  -0.62149  -3.09778
C  1.81667  -1.52402  0.83776
C  -3.85436  0.37248  0.65928
C  3.07326  -1.83569  1.59343
H  3.85978  -1.59806  0.87718
H  4.92562  -1.35555  -2.19834
H  2.44387  1.54705  2.56753
H  4.15763  -2.43999  -4.07607
H  -2.13788  -2.42971  0.04576
H  1.83053  1.64557  4.16664
H  2.40564  -2.34106  -4.07436
H  -0.15688  -2.04934  0.63047
H  -4.20717  0.94692  -0.19725
H  -4.68217  -0.28059  0.93555
H  -0.22366  1.63657  4.83022
H  -3.62338  1.05597  1.47634
H  3.24895  -2.87661  1.86497
H  -1.53370  1.75142  3.67212
H  4.50355  0.20624  -1.61949
H  -3.61135  -2.24586  0.90935
H  3.45382  -1.24861  -5.03960
H  0.67275  -2.78507  1.95662
H  3.18048  -1.18988  2.46494
H  -0.70468  3.21064  4.05280

Values from the calculation:
HOMO-LUMO gap (spin up / spin down) in eV: 4.5 / 3.5
Net charge: +2
Multiplicity: 2
E_HOMO (spin up / spin down) in eV: -15.84 / -15.84

=====

No. 4
Molecular formula: C32H82N6O10
Method: DFT, ωB97M-V/def2-TZVPD

Cartesian coordinates (Å):
O  3.73212  -1.21302  8.29624
O  -0.67404  -0.85660  -1.78650
O  -4.07612  5.95594  -4.17124
O  5.82661  -6.73455  -10.82129
O  -1.23812  -0.55795  11.34269
O  -8.54128  6.31372  -3.86403
O  4.00339  8.25385  3.38609
O  9.02799  -10.42585  -14.42855
O  -4.97555  -3.33816  6.24212
O  -0.20016  2.17272  3.86968
N  1.64355  -2.53142  10.12515
N  6.96024  -8.59293  -13.90417
N  5.64577  9.20882  5.57833
N  -6.84869  3.64302  -4.55784
N  -7.43127  -2.73872  3.73419
N  -0.11398  0.01913  0.88658
C  -1.45872  0.22562  0.25429
C  -0.56091  -1.36274  10.31441
C  4.17928  -0.07012  7.56761
C  5.57262  -7.69574  -11.96040
C  -0.71961  1.07842  3.10852
C  -6.17997  -1.05506  4.88527
C  0.26645  1.02788  1.89999
C  -1.10335  2.48998  4.93263
C  -2.42349  0.11751  10.77031
C  -1.57733  -1.02475  -0.64946
C  3.03608  -2.26836  10.34972
C  4.30668  7.69374  7.12192
C  3.80359  -1.02921  9.71998
C  4.62470  8.08353  5.60561
C  -8.01417  7.54618  -4.26537
C  -6.23460  -3.56696  5.68321
C  -8.90771  5.24309  -4.81989
C  8.21299  -9.92709  -15.46252
C  -3.82372  6.98073  -5.16391
C  3.42608  8.20605  4.62234
C  -5.88502  4.47532  -3.81673
C  6.60766  -7.42053  -13.11492
C  -3.87218  -3.92309  5.55117
C  0.90820  -1.44051  10.82365
C  -4.62647  4.76287  -4.66663
C  -7.73167  4.43575  -5.48340
C  9.43211  -11.76555  -14.50807
C  3.15055  8.53242  2.20741
C  4.87806  -6.79610  -9.75476
C  -0.71076  -2.07416  -2.49275
C  7.85043  -8.49643  -15.02366
C  -6.34140  -2.50254  4.52453
H  -2.60758  -1.04449  -1.00484
H  3.31325  -2.17719  11.39994
H  -1.75417  1.31445  2.85938
H  3.55162  -0.00414  9.99172
H  0.28461  2.02961  1.47069
H  -3.21469  7.84736  -4.90669
H  0.58893  0.09650  0.16544
H  -8.32935  -2.60930  4.17782
H  -4.74899  7.41311  -5.54472
H  7.46677  -7.10447  -12.52319
H  3.52867  0.74625  7.88121
H  -7.51251  3.30571  -3.87545
H  -2.19947  0.23893  1.05381
H  5.64867  -8.68573  -11.51069
H  8.82042  -10.10616  -16.34969
H  -6.42312  -4.58933  5.35561
H  4.80685  -1.22425  10.09883
H  -3.37984  6.51068  -6.04147
H  7.31060  -10.51216  -15.63992
H  -0.68123  3.35201  5.44919
H  10.03550  -12.05276  -13.64694
H  3.53965  -3.12749  9.90655
H  2.86842  8.96470  5.17148
H  -5.54714  -2.72493  3.81191
H  -6.26094  -0.30989  4.09389
H  4.04594  -0.23151  6.49791
H  -8.10009  3.78451  -6.27602
H  4.56334  -7.59452  -12.35942
H  3.45468  8.25551  7.50482
H  1.24556  0.97014  2.37550
H  1.37843  -0.48863  10.57685
H  2.13537  8.13615  2.22915
H  7.14126  -9.45707  -13.41367
H  5.20373  -6.24151  -8.87472
H  4.17627  6.62587  7.29728
H  2.76257  7.35202  4.75828
H  -2.13257  2.65182  4.61230
H  -8.77045  8.08092  -4.83998
H  -1.43211  -1.98618  -0.15686
H  -2.09684  1.13241  10.54358
H  -6.32379  5.40652  -3.45836
H  -3.64775  -4.83252  6.10853
H  -0.59140  -2.91369  -1.80787
H  -3.84702  4.01653  -4.82010
H  -0.72427  0.16754  3.70716
H  8.67135  -12.51233  -14.73533
H  5.16149  7.22932  5.19297
H  -3.08769  -3.20430  5.78786
H  -1.59770  1.11523  -0.36002
H  7.53789  -7.85286  -15.84599
H  -1.14698  1.70085  5.68328
H  4.12896  -6.10805  -10.14661
H  -5.16904  -0.91397  5.26765
H  -4.89862  4.89379  -5.71396
H  5.17379  7.91945  7.74264
H  8.81187  -8.11627  -14.67838
H  -1.62570  -2.13977  -3.08154
H  1.07185  -1.77474  11.84815
H  5.21895  0.14028  7.81843
H  4.42624  -7.75157  -9.48821
H  -6.81527  -0.84005  5.74449
H  -2.94920  -0.45632  10.00714
H  -7.15157  5.14224  -6.07707
H  -0.62167  -1.10680  9.25663
H  3.61187  8.21487  1.27230
H  2.96689  9.60639  2.17628
H  -3.79482  -4.02466  4.46867
H  -9.52941  4.49838  -4.32292
H  -6.90556  -3.22850  6.47274
H  -0.95887  -2.36959  10.18796
H  -7.41903  -3.68435  3.37959
H  -3.14816  0.13932  11.58425
H  6.45356  -6.72901  -13.94326
H  -7.10447  7.47939  -4.86210
H  6.31937  8.50533  5.31102
H  -9.63349  5.65009  -5.52394
H  10.05401  -11.87917  -15.39600
H  1.52309  -2.54360  9.12244
H  0.08265  -2.07142  -3.24014
H  -7.79387  8.16211  -3.39348
H  5.21188  9.53495  4.72658
H  -5.44525  3.93585  -2.97787

Values from the calculation:
HOMO-LUMO gap in eV: 8.6
Net charge: 0
E_HOMO in eV: -8.25

=====

No. 5
Molecular formula: C6H15NO
Method: DFT, ωB97M-V/def2-TZVPD

Cartesian coordinates (Å):
O  -1.45007  2.33190  0.59995
N  1.36011  -0.58900  -0.44091
C  0.27867  -1.29729  -1.14624
C  -2.21107  -1.12496  1.56351
C  1.28674  0.88452  -0.65451
C  -1.26280  -1.65214  0.81376
C  2.55955  1.54614  -0.08061
C  -1.13818  -1.40311  -0.69297
H  2.94936  2.35268  -0.78257
H  -0.38380  -2.15330  1.18185
H  -2.96712  -0.44049  1.13723
H  -1.80909  -0.49782  -0.96245
H  0.30368  1.28820  -0.26102
H  -1.03026  1.47021  0.51210
H  -2.22471  -1.20718  2.63234
H  1.15510  -0.53283  0.55322
H  -1.69771  -2.21868  -1.11938
H  0.18315  -0.82586  -2.16377
H  3.30622  0.79914  0.05927
H  0.77709  -2.23631  -1.40926
H  -1.73042  2.30306  1.52465
H  1.27766  1.09059  -1.72970
H  2.46791  2.11252  0.86552

Values from the calculation:
HOMO-LUMO gap in eV: 10.2
Net charge: 0
E_HOMO in eV: -9.35

=====

No. 6
Molecular formula: C3H10OS
Method: DFT, ωB97M-V/def2-TZVPD

Cartesian coordinates (Å):
S  1.04037  -0.26886  -0.72663
O  0.31110  2.88452  1.77673
C  1.71989  -1.53070  0.42545
C  -1.47021  0.21714  -1.67489
C  -0.72475  -0.31260  -0.42426
H  2.45587  -2.07930  -0.15123
H  -2.49453  -0.14921  -1.56779
H  2.18331  -0.96175  1.23835
H  0.11877  2.07216  1.30108
H  1.05512  -2.22780  0.93693
H  -0.85800  0.31932  0.46411
H  -1.37984  1.28738  -1.73199
H  -1.23489  -0.48991  -2.48017
H  -1.09813  -1.27723  -0.07405
H  0.37592  2.51684  2.68836

Values from the calculation:
HOMO-LUMO gap (spin up / spin down) in eV: 11.3 / 6.5
Net charge: +1
Multiplicity: 2
E_HOMO (spin up / spin down) in eV: -15.01 / -15.01

=====

Energy relative to the best compared isomer or geometry (same formula, charge and spin) (kcal/mol)
117.7; 116.6; 4.4; 267.3; 66.1; 16.9